Record 1
A molecular structure, C4H12N2O in a non-equilibrium geometry. Source: the OMol25 dataset; level of theory: ωB97M-V/def2-TZVPD.

Cartesian coordinates (Å):
C 0.645 -0.480 -0.362
C 0.651 0.467 0.692
C -1.254 -0.194 0.915
C -2.157 0.747 0.162
N 0.809 -1.841 -0.197
N 0.417 -0.028 -1.620
O 2.486 0.839 -0.244
H 2.972 1.398 0.376
H 1.282 -2.299 -0.965
H 1.243 -2.125 0.670
H 0.904 0.859 -1.755
H 0.507 -0.688 -2.377
H 1.075 0.183 1.642
H 0.361 1.483 0.491
H -1.448 -1.243 0.701
H -1.281 -0.054 1.995
H -2.009 1.786 0.465
H -1.988 0.675 -0.917
H -3.214 0.511 0.328

total charge	0
LUMO level	0.769	eV
energy above the lowest of the compared OMol25 structures with the same formula, charge and spin	4.391	eV
2S+1	1
orbital gap	7.70	eV
E_HOMO	-6.9	eV


Record 2
9 unconnected molecules or ions with the total composition C36H63N9 in a non-equilibrium geometry. Source: the OMol25 dataset; level of theory: ωB97M-V/def2-TZVPD.

Cartesian coordinates (Å):
C 2.624 5.292 5.958
C 1.831 4.312 5.103
C 2.621 3.133 4.504
C 3.872 3.543 3.855
N 4.820 3.877 3.306
H 3.424 5.751 5.365
H 3.209 4.723 6.688
H 2.002 6.092 6.344
H 1.424 4.846 4.240
H 1.014 3.949 5.727
H 1.965 2.582 3.836
H 2.986 2.528 5.342
C 2.782 -2.274 -4.013
C 3.935 -3.275 -3.996
C 4.008 -4.113 -5.303
C 2.965 -5.133 -5.227
N 2.120 -5.905 -5.122
H 2.959 -1.522 -4.789
H 2.694 -1.740 -3.068
H 1.816 -2.716 -4.263
H 3.690 -3.989 -3.210
H 4.880 -2.784 -3.783
H 5.004 -4.555 -5.353
H 3.924 -3.576 -6.249
C 0.231 -0.998 -0.760
C -0.700 -1.380 0.400
C -1.213 -0.219 1.227
C -0.134 0.255 2.121
N 0.677 0.662 2.819
H 0.714 -1.816 -1.289
H 0.965 -0.252 -0.440
H -0.394 -0.520 -1.525
H -0.191 -2.164 0.969
H -1.478 -1.990 -0.071
H -2.094 -0.460 1.815
H -1.379 0.617 0.541
C 4.213 0.648 0.782
C 4.234 -0.104 2.103
C 5.489 0.130 2.950
C 6.682 -0.462 2.370
N 7.634 -0.910 1.907
H 5.111 0.358 0.221
H 4.376 1.724 0.885
H 3.352 0.392 0.170
H 4.233 -1.169 1.854
H 3.372 0.084 2.742
H 5.535 -0.450 3.884
H 5.733 1.173 3.165
C -7.354 -1.494 4.412
C -6.861 -0.233 5.183
C -5.379 -0.249 5.541
C -4.567 0.071 4.361
N -3.945 0.317 3.428
H -6.799 -2.343 4.815
H -7.140 -1.480 3.341
H -8.436 -1.535 4.501
H -7.513 -0.254 6.056
H -7.106 0.640 4.578
H -5.058 -1.194 5.970
H -5.150 0.634 6.149
C -0.666 -8.484 -0.176
C 0.322 -7.871 -1.210
C -0.288 -6.645 -1.970
C -0.942 -5.644 -1.107
N -1.490 -4.886 -0.448
H -0.273 -8.321 0.827
H -0.724 -9.560 -0.327
H -1.641 -8.002 -0.178
H 0.718 -8.560 -1.947
H 1.121 -7.414 -0.627
H -1.012 -6.910 -2.735
H 0.613 -6.153 -2.341
C 2.373 3.444 -3.597
C 1.987 4.082 -2.245
C 1.996 3.050 -1.149
C 1.685 3.630 0.157
N 1.378 3.999 1.199
H 2.078 4.162 -4.365
H 1.719 2.590 -3.800
H 3.416 3.144 -3.626
H 0.981 4.474 -2.372
H 2.750 4.829 -2.024
H 2.836 2.351 -1.132
H 1.204 2.302 -1.323
C -2.037 3.749 -0.812
C -2.547 4.446 -2.088
C -1.835 5.797 -2.315
C -1.974 6.758 -1.229
N -2.051 7.511 -0.366
H -2.536 2.808 -0.606
H -2.085 4.432 0.039
H -0.954 3.648 -0.942
H -3.629 4.523 -2.058
H -2.252 3.847 -2.948
H -2.204 6.204 -3.264
H -0.785 5.742 -2.614
C -4.739 -1.580 -3.879
C -4.023 -1.262 -2.566
C -3.006 -0.102 -2.739
C -3.697 1.132 -3.024
N -4.265 2.118 -3.192
H -3.976 -1.773 -4.642
H -5.314 -0.720 -4.227
H -5.368 -2.468 -3.920
H -3.464 -2.153 -2.270
H -4.729 -1.061 -1.761
H -2.204 -0.321 -3.434
H -2.689 0.042 -1.699

total charge	0
LUMO level	0.128	eV
energy above the lowest of the compared OMol25 structures with the same formula, charge and spin	2.490	eV
2S+1	1
orbital gap	11.05	eV
SMILES	CCCC#N.CCCC#N.CCCC#N.CCCC#N.CCCC#N.CCCC#N.CCCC#N.CCCC#N.CCCC#N
E_HOMO	-10.9	eV


Record 3
C8H18BNO3 in the gas phase in a non-equilibrium geometry. Source: the OMol25 dataset; level of theory: ωB97M-V/def2-TZVPD.

Cartesian coordinates (Å):
C 2.773 2.824 0.440
C 1.909 2.601 -0.855
C 0.808 3.611 -0.876
C -0.449 3.232 -0.122
O -0.894 1.938 -0.567
B 0.030 0.935 -0.812
O -0.464 -0.475 -0.819
C 0.462 -1.500 -0.639
C -0.143 -2.202 0.642
N -1.495 -2.940 0.534
C -2.458 -2.951 1.565
C -1.748 -3.953 -0.482
O 1.423 1.274 -0.887
H 3.284 3.818 0.518
H 3.507 2.031 0.670
H 2.134 2.756 1.295
H 2.506 2.670 -1.776
H 0.361 3.723 -1.900
H 1.187 4.554 -0.473
H -1.294 3.882 -0.280
H -0.320 3.254 0.944
H 1.488 -1.023 -0.429
H 0.396 -2.122 -1.550
H 0.608 -2.924 1.025
H -0.192 -1.427 1.422
H -3.504 -3.001 1.224
H -2.417 -1.962 2.109
H -2.179 -3.779 2.199
H -1.224 -3.771 -1.409
H -1.340 -4.933 -0.051
H -2.752 -4.142 -0.660

total charge	0
LUMO level	0.714	eV
energy above the lowest of the compared OMol25 structures with the same formula, charge and spin	0.114	eV
2S+1	1
orbital gap	8.06	eV
SMILES	C[C@@H]1CCOB(OCCN(C)C)O1
E_HOMO	-7.3	eV


Record 4
A gas-phase ion, C4H8NO2 (charge -1) in a non-equilibrium geometry. Source: the OMol25 dataset; level of theory: ωB97M-V/def2-TZVPD.

Cartesian coordinates (Å):
C 0.182 -1.539 0.893
N -0.252 -0.676 -0.174
C 0.136 -0.894 -1.442
O 0.469 -1.968 -1.935
C -0.774 0.625 0.209
C 0.201 1.538 1.085
O -0.030 2.828 1.030
H 0.432 -2.519 0.491
H -0.633 -1.659 1.609
H 1.034 -1.111 1.422
H 0.020 -0.028 -2.112
H -1.697 0.451 0.784
H -1.096 1.208 -0.653
H 0.108 1.096 2.115
H 1.190 1.160 0.659

total charge	-1
LUMO level	3.825	eV
energy above the lowest of the compared OMol25 structures with the same formula, charge and spin	2.226	eV
2S+1	1
orbital gap	6.56	eV
SMILES	CN(C=O)CC[O-]
E_HOMO	-2.7	eV


Record 5
C4H5N3O2 in the gas phase in a non-equilibrium geometry. Source: the OMol25 dataset; level of theory: ωB97M-V/def2-TZVPD.

Cartesian coordinates (Å):
C -0.015 -1.407 0.100
C -1.282 -0.682 0.100
C -1.562 1.121 -0.034
N -0.484 1.875 -0.183
C -2.894 1.524 -0.069
N -3.858 2.134 0.001
N -2.386 -1.436 0.033
O -2.243 -2.657 0.109
O -3.467 -0.879 -0.064
H -0.215 -2.377 0.376
H 0.887 -0.934 0.703
H 0.418 -1.554 -1.026
H -0.527 2.835 0.145
H 0.413 1.556 0.131

total charge	0
LUMO level (spin up / spin down)	-1.964 / -1.275	eV
energy above the lowest of the compared OMol25 structures with the same formula, charge and spin	8.752	eV
2S+1	1
orbital gap (spin up / spin down)	6.45 / 7.85	eV
SMILES	C/C(=C(\N)C#N)[N+](=O)[O-]
E_HOMO (spin up / spin down)	-8.4 / -9.1	eV


Record 6
A molecular structure, C4H5NO2 in a non-equilibrium geometry. Source: the OMol25 dataset; level of theory: ωB97M-V/def2-TZVPD.

Cartesian coordinates (Å):
C -1.466 -1.688 0.450
C 1.245 -1.113 -1.807
C 0.467 1.256 0.664
C -0.962 1.139 1.135
N -1.467 -0.546 0.344
O 1.874 -0.351 -2.350
O 0.607 -1.921 -1.321
H -1.312 -2.715 0.625
H 0.852 2.081 1.089
H 0.633 1.511 -0.408
H 1.014 0.487 1.012
H -1.485 1.860 0.567

total charge	0
LUMO level	0.476	eV
energy above the lowest of the compared OMol25 structures with the same formula, charge and spin	4.818	eV
2S+1	1
orbital gap	8.01	eV
E_HOMO	-7.5	eV


Record 7
A molecular structure, C10H18CeN3O7P in a non-equilibrium geometry. Source: the OMol25 dataset; level of theory: ωB97M-V/def2-TZVPD.

Cartesian coordinates (Å):
Ce -1.309 0.058 -1.439
O -2.293 0.996 0.239
C -2.633 0.383 1.306
C -2.049 -0.795 1.809
C -2.634 -1.297 2.996
C -2.108 -2.398 3.585
C -0.994 -3.042 3.057
C -0.411 -2.577 1.892
C -0.925 -1.476 1.235
O -0.360 -1.061 0.087
N -2.741 -2.942 4.815
O -2.194 -3.902 5.314
O -3.792 -2.442 5.156
H -3.436 0.826 1.889
H -3.493 -0.815 3.447
H -0.596 -3.903 3.579
H 0.445 -3.081 1.464
N 2.188 4.316 -0.561
C 1.644 2.996 -0.058
P 1.836 1.764 -1.421
O 2.830 2.392 -2.341
O 0.443 1.365 -1.924
C 2.738 0.255 -0.820
N 3.926 0.064 -1.744
H 3.000 4.146 -1.166
H 2.445 4.949 0.198
H 1.515 4.807 -1.150
H 0.606 3.129 0.224
H 2.211 2.703 0.823
H 2.111 -0.624 -0.815
H 3.112 0.402 0.192
H 4.096 0.962 -2.231
H 3.750 -0.626 -2.473
H 4.769 -0.228 -1.251
C -1.605 -0.788 -4.149
O -2.587 -0.932 -3.070
H -2.007 -1.151 -5.084
H -0.732 -1.389 -3.911
H -1.359 0.265 -4.278
H -3.404 -1.309 -3.420

total charge	+3
LUMO level (spin up / spin down)	-9.637 / -9.640	eV
energy above the lowest of the compared OMol25 structures with the same formula, charge and spin	0.519	eV
2S+1	2
orbital gap (spin up / spin down)	8.06 / 8.06	eV
E_HOMO (spin up / spin down)	-17.7 / -17.7	eV